1.
# C25H32ClN3O3

An isolated molecule of C25H32ClN3O3 (the ωB97M-V functional and the def2-TZVPD basis, the Open Molecules 2025 dataset).

The calculated total energy comes out at -49580.5826 eV. The SMILES is O=c1c(NC[C@H]2CC[C@H](C(=O)NCCc3ccc(Cl)cc3)CC2)c(N2CCCCC2)c1=O. For the energy above the lowest of the compared OMol25 structures with the same formula, charge and spin, the calculation gives 3.7 kcal per mole. Its charge is 0. The frontier orbital gap is 7.977 eV.

Structure (XYZ):
```
64
C25H32ClN3O3 (the ωB97M-V functional and the def2-TZVPD basis)
O 1.939 3.659 -1.226
C 0.736 3.627 -1.375
C -0.216 2.635 -1.895
N -0.037 1.373 -2.331
C 1.230 0.698 -2.160
C 1.283 -0.184 -0.904
C 1.181 0.660 0.366
C 1.253 -0.204 1.624
C 2.538 -1.031 1.647
C 2.673 -2.002 2.819
O 3.432 -2.949 2.773
N 1.932 -1.740 3.923
C 1.783 -2.726 4.967
C 0.394 -3.392 4.911
C 0.040 -3.706 3.484
C -0.937 -2.973 2.823
C -1.200 -3.180 1.480
C -0.467 -4.129 0.788
Cl -0.756 -4.360 -0.904
C 0.499 -4.886 1.432
C 0.744 -4.672 2.775
C 2.648 -1.858 0.360
C 2.589 -0.974 -0.878
C -1.290 3.528 -1.788
N -2.608 3.510 -2.052
C -3.214 2.553 -2.951
C -3.328 3.142 -4.360
C -4.125 4.443 -4.310
C -3.483 5.411 -3.319
C -3.354 4.749 -1.947
C -0.434 4.560 -1.177
O -0.635 5.649 -0.685
H -0.841 0.773 -2.448
H 1.404 0.078 -3.046
H 2.008 1.460 -2.105
H 0.444 -0.892 -0.932
H 1.995 1.388 0.373
H 0.241 1.219 0.374
H 1.205 0.463 2.489
H 0.391 -0.878 1.649
H 3.397 -0.352 1.696
H 1.258 -0.993 3.906
H 1.939 -2.261 5.945
H 2.567 -3.466 4.794
H -0.354 -2.717 5.334
H 0.415 -4.301 5.514
H -1.502 -2.224 3.359
H -1.958 -2.604 0.972
H 1.062 -5.624 0.883
H 1.509 -5.249 3.269
H 3.581 -2.422 0.383
H 1.827 -2.578 0.336
H 2.668 -1.595 -1.773
H 3.429 -0.277 -0.875
H -2.625 1.636 -2.968
H -4.214 2.317 -2.570
H -3.811 2.421 -5.021
H -2.325 3.340 -4.744
H -4.167 4.894 -5.303
H -5.150 4.228 -3.997
H -4.081 6.319 -3.230
H -2.488 5.694 -3.670
H -2.842 5.411 -1.249
H -4.348 4.511 -1.552
```

---

2.
# C25H32FN2O8P3Si

A cluster of 2 separate species, C25H32FN2O8P3Si in total in a non-equilibrium geometry (the ωB97M-V functional and the def2-TZVPD basis, the Open Molecules 2025 dataset).

The calculated total energy comes out at -84252.0495 eV. The SMILES is CP(O)c1c(P(O)O)cc(F)c2c1C(=O)c1c([PH2]=N)c([Si](C)(C)C)c(N=C=O)c(CCCO)c1C2=O.CC(C)=O. For the energy above the lowest of the compared OMol25 structures with the same formula, charge and spin, the calculation gives 309.3 kcal per mole. Its charge is 0. The frontier orbital gap is 6.053 eV.

Structure (XYZ):
```
72
C25H32FN2O8P3Si (the ωB97M-V functional and the def2-TZVPD basis)
C 0.451 3.081 3.984
P 2.286 2.493 4.049
O 2.477 1.295 5.290
C 2.593 1.780 2.320
C 3.873 2.327 1.530
P 5.114 3.586 2.239
O 6.131 4.227 1.009
O 4.341 4.835 3.122
C 4.195 1.826 0.047
C 3.262 0.768 -0.620
F 3.564 0.319 -1.945
C 2.050 0.224 0.200
C 1.657 0.703 1.664
C 0.361 0.042 2.395
O 0.440 -0.121 3.645
C -0.855 -0.388 1.452
C -2.383 -0.397 1.905
P -2.771 0.194 3.665
N -2.774 1.823 3.589
C -3.483 -0.897 0.852
Si -5.313 -0.962 1.423
C -5.929 0.633 2.304
C -5.406 -2.399 2.738
C -6.591 -1.402 0.075
C -3.020 -1.318 -0.613
N -3.980 -1.799 -1.669
C -4.421 -0.753 -2.357
O -4.680 0.019 -3.305
C -1.493 -1.310 -1.076
C -1.130 -1.757 -2.602
C -0.975 -3.390 -2.534
C 0.274 -3.919 -3.421
O 1.285 -4.601 -2.643
C -0.441 -0.863 -0.013
C 1.100 -0.895 -0.450
O 1.638 -1.740 -1.226
H 0.297 3.413 2.879
H 0.374 4.042 4.609
H -0.294 2.262 4.275
H 3.197 0.661 5.068
H 5.760 5.095 0.679
H 3.411 4.982 2.827
H 5.096 2.251 -0.518
H -1.825 -0.301 4.652
H -4.066 -0.178 4.146
H -2.554 2.086 2.613
H -5.289 1.524 1.973
H -7.018 0.811 1.935
H -6.001 0.491 3.441
H -4.690 -3.218 2.317
H -6.449 -2.875 2.766
H -4.994 -2.088 3.762
H -6.236 -2.399 -0.413
H -6.776 -0.582 -0.710
H -7.580 -1.675 0.621
H -2.000 -1.544 -3.315
H -0.135 -1.258 -2.935
H -0.707 -3.628 -1.426
H -1.963 -3.934 -2.749
H -0.154 -4.555 -4.273
H 0.753 -2.983 -3.917
H 1.317 -4.276 -1.715
C 5.287 1.364 -4.155
C 5.693 1.108 -5.582
C 6.136 -0.287 -5.938
O 5.663 1.995 -6.418
H 4.992 2.410 -4.045
H 4.439 0.731 -3.891
H 6.130 1.165 -3.488
H 5.324 -0.993 -5.752
H 7.016 -0.558 -5.350
H 6.398 -0.324 -6.998
```

---

3.
# C25H32LaN3O8S2

A structure of composition C25H32LaN3O8S2 in a non-equilibrium geometry (the ωB97M-V functional and the def2-TZVPD basis, the Open Molecules 2025 dataset).

The calculated total energy comes out at -69826.6589 eV. For the energy above the lowest of the compared OMol25 structures with the same formula, charge and spin, the calculation gives 0.0 kcal per mole. Its charge is -2. The frontier orbital gap is 2.531 eV.

Structure (XYZ):
```
71
C25H32LaN3O8S2 (the ωB97M-V functional and the def2-TZVPD basis)
La -0.309 0.505 -1.002
C 1.879 -0.370 3.646
C 1.096 0.872 3.993
C -0.305 1.015 4.167
C -0.924 2.222 4.419
C -0.174 3.404 4.474
C 1.203 3.303 4.286
C 1.800 2.067 4.065
H 2.872 -0.028 3.394
H 1.450 -0.983 2.821
H 2.001 -0.877 4.601
H -0.969 0.118 4.293
H -1.999 2.165 4.558
H -0.584 4.394 4.639
H 1.738 4.229 4.306
H 2.861 2.007 3.947
O 3.423 1.287 -3.247
C 2.328 0.606 -3.138
O 2.017 -0.211 -2.257
C 1.314 0.895 -4.246
O 0.057 0.804 -3.538
C -1.129 0.855 -4.349
C -2.322 0.291 -3.604
O -3.267 -0.003 -4.295
O -2.263 0.148 -2.289
H 3.664 1.613 -2.163
H 1.384 1.853 -4.823
H 1.270 -0.023 -4.949
H -1.324 1.870 -4.786
H -0.928 0.283 -5.257
N 0.753 -1.565 0.355
C 1.412 -2.449 0.011
N 2.144 -3.414 -0.522
C 3.283 -3.203 -1.418
C 3.435 -4.398 -2.415
C 3.241 -5.796 -1.861
C 2.152 -5.908 -0.786
C 2.038 -4.726 0.167
H 4.221 -2.976 -0.888
H 3.028 -2.360 -1.996
H 4.452 -4.327 -2.779
H 2.886 -4.164 -3.326
H 4.173 -6.144 -1.466
H 2.952 -6.396 -2.765
H 2.389 -6.815 -0.239
H 1.138 -6.018 -1.216
H 2.785 -4.741 1.020
H 1.026 -4.638 0.598
O 1.844 3.727 0.727
S 1.793 2.498 -0.017
O 1.322 1.305 0.820
O 0.943 2.515 -1.279
S 3.817 2.180 -0.675
C -4.699 -0.741 0.178
C -4.552 0.725 0.388
C -5.711 1.485 0.230
C -5.673 2.868 0.490
C -4.545 3.515 0.902
C -3.304 2.879 0.998
C -2.048 3.607 1.427
C -3.212 1.402 0.678
N -2.108 0.777 0.519
H -5.637 -1.062 0.657
H -3.885 -1.291 0.650
H -4.732 -0.974 -0.931
H -6.657 1.037 -0.007
H -6.615 3.429 0.370
H -4.547 4.560 1.166
H -2.099 3.865 2.469
H -1.861 4.516 0.830
H -1.198 2.905 1.270
```

---

4.
# C25H32N2O5

An isolated molecule of C25H32N2O5 in a non-equilibrium geometry (the ωB97M-V functional and the def2-TZVPD basis, the Open Molecules 2025 dataset).

The calculated total energy comes out at -39661.5967 eV. The SMILES is CCN(CC)CCCN1C(=O)C(O)=C(C(=O)c2ccco2)[C@H]1c1ccc(OC(C)C)cc1. For the energy above the lowest of the compared OMol25 structures with the same formula, charge and spin, the calculation gives 44.1 kcal per mole. Its charge is 0. The frontier orbital gap is 8.028 eV.

Structure (XYZ):
```
64
C25H32N2O5 (the ωB97M-V functional and the def2-TZVPD basis)
C -4.777 -1.681 1.686
C -4.789 -0.345 0.943
N -4.757 -0.534 -0.502
C -5.992 -0.151 -1.160
C -7.136 -1.097 -0.806
C -3.559 -0.036 -1.149
C -2.394 -1.035 -1.052
C -1.478 -0.824 0.156
N -0.864 0.480 0.155
C -1.142 1.456 1.033
O -1.951 1.463 1.947
C -0.268 2.612 0.687
O -0.410 3.737 1.385
C 0.502 2.283 -0.371
C 1.457 3.060 -1.162
O 1.673 2.803 -2.336
C 2.141 4.157 -0.481
C 2.872 5.193 -1.021
C 3.334 5.955 0.067
C 2.864 5.325 1.186
O 2.151 4.247 0.866
C 0.172 0.863 -0.780
C 1.386 -0.030 -0.688
C 1.999 -0.525 -1.832
C 3.114 -1.327 -1.734
C 3.647 -1.664 -0.487
O 4.746 -2.456 -0.523
C 5.351 -2.918 0.679
C 4.550 -4.072 1.284
C 6.758 -3.366 0.299
C 3.037 -1.162 0.660
C 1.924 -0.348 0.550
H -4.756 -1.506 2.759
H -5.661 -2.263 1.442
H -3.902 -2.264 1.410
H -5.691 0.210 1.228
H -3.935 0.256 1.269
H -5.830 -0.204 -2.240
H -6.287 0.886 -0.915
H -8.010 -0.855 -1.407
H -6.841 -2.122 -1.011
H -7.408 -1.014 0.242
H -3.785 0.110 -2.207
H -3.242 0.940 -0.746
H -1.787 -0.967 -1.957
H -2.811 -2.041 -1.002
H -2.039 -0.903 1.088
H -0.687 -1.582 0.149
H -1.105 3.564 2.049
H 3.035 5.368 -2.064
H 3.931 6.843 0.030
H 2.978 5.549 2.229
H -0.206 0.852 -1.809
H 1.607 -0.267 -2.804
H 3.600 -1.713 -2.616
H 5.422 -2.090 1.399
H 5.020 -4.408 2.204
H 3.530 -3.765 1.501
H 4.517 -4.900 0.581
H 7.309 -2.536 -0.136
H 6.703 -4.166 -0.435
H 7.287 -3.724 1.178
H 3.419 -1.386 1.643
H 1.463 0.040 1.448
```

---

5.
# C25H32N3P2SbSe4Ti

A structure of composition C25H32N3P2SbSe4Ti in a non-equilibrium geometry (the ωB97M-V functional and the def2-TZVPD basis, the Open Molecules 2025 dataset).

The calculated total energy comes out at -340527.4089 eV. For the energy above the lowest of the compared OMol25 structures with the same formula, charge and spin, the calculation gives 107.9 kcal per mole. Its charge is 0. The frontier orbital gap is 3.212 eV.

Structure (XYZ):
```
68
C25H32N3P2SbSe4Ti (the ωB97M-V functional and the def2-TZVPD basis)
Ti 0.568 0.155 2.180
C -2.481 1.426 0.939
P -0.768 1.453 0.343
C -0.831 0.264 -1.042
N -1.658 0.596 -2.026
C -1.815 -0.296 -3.055
C -2.585 0.087 -4.189
C -2.676 -0.776 -5.248
C -2.171 -2.078 -5.157
C -1.335 -2.449 -4.130
C -1.146 -1.546 -3.046
N -0.472 -1.949 -1.918
C -0.185 -1.009 -1.006
P 1.144 -1.355 0.130
C 0.856 -3.113 0.496
C 2.705 -1.435 -1.062
C 2.883 0.047 -1.404
C 2.336 -2.224 -2.312
C 3.962 -2.110 -0.379
C -0.605 3.401 -0.144
C 0.813 3.630 -0.800
C -1.708 3.811 -1.106
C -0.670 4.058 1.230
H -3.088 1.001 0.161
H -2.716 2.465 1.165
H -2.660 0.804 1.850
H -3.216 0.989 -4.170
H -3.126 -0.444 -6.165
H -2.309 -2.822 -5.978
H -0.951 -3.478 -4.069
H 0.023 -3.404 -0.122
H 0.809 -3.282 1.573
H 1.765 -3.758 0.210
H 2.023 0.598 -1.819
H 3.751 0.160 -2.116
H 3.169 0.590 -0.488
H 1.473 -1.796 -2.851
H 2.168 -3.253 -2.081
H 3.264 -2.111 -2.943
H 4.325 -1.451 0.402
H 4.764 -2.275 -1.058
H 3.676 -3.062 0.087
H 0.982 3.205 -1.828
H 1.627 3.311 -0.104
H 0.896 4.738 -0.884
H -1.764 3.099 -1.947
H -1.398 4.775 -1.590
H -2.646 3.945 -0.647
H 0.068 3.615 1.905
H -1.669 3.926 1.647
H -0.460 5.134 1.214
Se 3.764 6.564 2.578
Sb 5.528 5.904 0.899
Se 2.705 -0.652 2.357
Se 1.788 1.577 3.560
Se 5.198 3.428 0.693
N -3.080 -4.257 6.837
C -2.851 -3.679 5.850
C -2.303 -2.782 4.875
C -1.741 -1.606 5.371
C -0.977 -0.701 4.617
C -0.693 -1.046 3.313
C -1.379 -2.186 2.743
C -2.259 -2.980 3.470
H -1.916 -1.347 6.430
H -0.608 0.154 5.137
H -1.271 -2.406 1.686
H -2.845 -3.792 2.940
```

---

6.
# C25H32N4O5SW

A structure of composition C25H32N4O5SW (the ωB97M-V functional and the def2-TZVPD basis, the Open Molecules 2025 dataset).

The calculated total energy comes out at -55291.7739 eV. Its charge is +2. The frontier orbital gap is 7.598 eV.

Structure (XYZ):
```
68
C25H32N4O5SW (the ωB97M-V functional and the def2-TZVPD basis)
W -0.396 0.495 -0.734
O -1.334 3.255 -0.047
C -0.376 2.828 0.555
O -0.354 1.542 0.980
C 0.974 3.521 0.639
C 2.035 2.636 1.312
C 3.358 3.397 1.454
C 3.930 3.310 0.018
C 2.771 2.630 -0.703
O 2.298 1.683 0.265
C 1.588 3.633 -0.807
C 0.619 3.222 -1.879
O 0.128 3.844 -2.746
O 0.341 1.832 -1.783
H 0.840 4.497 1.104
H 1.698 2.119 2.205
H 4.007 2.906 2.175
H 3.199 4.420 1.791
H 4.813 2.676 -0.018
H 4.186 4.276 -0.412
H 3.012 2.119 -1.632
H 1.921 4.643 -1.034
C -6.863 0.575 -0.688
C -5.414 0.459 -0.393
C -4.868 0.470 0.866
C -3.480 0.412 1.035
N -2.675 0.267 -0.036
C -3.215 0.302 -1.265
S -2.093 0.279 -2.522
N -4.549 0.385 -1.437
C -2.933 0.505 2.414
H -7.450 0.174 0.134
H -7.132 0.059 -1.609
H -7.116 1.633 -0.802
H -5.513 0.551 1.728
H -4.910 0.425 -2.385
H -3.425 1.329 2.932
H -1.867 0.696 2.434
H -3.182 -0.409 2.960
N -0.163 -0.962 0.978
C 1.250 -1.255 1.239
C 2.005 -1.755 0.186
C 3.350 -2.014 0.415
C 3.908 -1.782 1.663
C 3.135 -1.274 2.694
C 1.790 -1.003 2.485
H -0.601 -0.639 1.834
H -0.615 -1.839 0.712
H 2.170 -1.856 -1.930
H 3.963 -2.391 -0.394
H 4.956 -1.991 1.829
H 3.575 -1.091 3.665
H 1.174 -0.612 3.285
C 1.531 -4.101 -2.451
C 0.671 -3.347 -1.432
C -0.732 -3.164 -2.011
C 0.582 -4.190 -0.157
C 1.382 -1.949 -1.179
N 0.506 -0.815 -1.396
H 1.104 -5.081 -2.660
H 2.545 -4.257 -2.077
H 1.594 -3.551 -3.392
H -1.151 -4.146 -2.232
H -0.724 -2.586 -2.936
H -1.420 -2.672 -1.313
H 0.131 -5.153 -0.398
H -0.045 -3.740 0.620
H 1.558 -4.384 0.284
```